Entry 1:
DFT (ωB97M-V/def2-TZVPD) results for a 4-piece molecular cluster, C28H46O12 overall at a distorted geometry.

```
86
Properties=species:S:1:pos:R:3:forces:R:3
C 0.5770 0.3372 0.3306 0.624 -0.281 -1.297
C 0.8273 -0.9339 -0.6981 -3.068 -4.005 0.232
O 0.0934 -2.0639 -0.6269 5.108 7.676 -0.340
O 1.8857 -0.7769 -1.7209 -3.325 0.822 1.456
C 1.4976 0.2799 -2.7127 0.771 0.481 -1.079
C 0.3586 -0.2901 -3.7456 0.667 -0.092 -0.567
C -0.8048 0.7970 -4.1528 -0.482 -0.894 -0.427
C -2.0907 0.8444 -3.1346 -3.068 0.732 2.786
C -3.0325 -0.4946 -2.7924 -0.977 2.496 1.477
C -2.7436 -1.9873 -3.4659 0.289 1.463 0.975
O -4.0691 -2.5077 -3.9072 3.186 -1.569 3.520
O -4.4736 -1.7490 -4.9166 -2.116 2.864 -2.949
C -4.3499 -0.4313 -1.7709 1.796 3.688 -0.501
C -4.8321 0.9862 -1.0332 4.177 -0.009 -3.152
C -3.9132 2.3168 -1.3922 0.200 -2.313 -0.728
C -2.5774 2.2518 -2.3967 -1.453 -1.977 0.558
C -1.7870 3.7111 -2.6024 3.575 0.407 0.055
O -0.4606 3.8433 -2.6824 -7.983 -0.916 0.259
C -2.8072 5.0356 -2.6495 -3.599 -0.463 2.761
C -4.0322 5.0953 -1.7550 3.407 -1.679 -2.013
C -4.3395 3.7986 -0.7442 -0.992 0.656 3.568
O -4.8421 3.9656 0.4819 2.847 -1.196 -7.665
H -0.1461 0.0237 1.1961 1.519 0.574 -1.874
H 1.6311 0.6995 0.6972 -2.088 -0.835 -0.467
H 0.1344 1.2186 -0.3246 0.670 -1.868 1.449
H 2.4940 0.4777 -3.3376 -2.164 -0.527 1.548
H 1.2300 1.3048 -2.2073 0.245 -2.107 -0.840
H 0.9328 -0.5518 -4.7589 -1.311 0.530 2.191
H -0.0406 -1.3088 -3.3300 0.561 2.078 -0.674
H -1.2325 0.4507 -5.2119 0.819 0.745 2.309
H -0.2720 1.8244 -4.3270 -1.402 -1.786 0.672
H -2.2679 -2.6824 -2.6318 -1.393 1.158 -1.855
H -1.9772 -1.8895 -4.3551 -1.810 -0.196 1.582
H -5.1973 -1.1370 -4.5861 1.206 -0.958 -0.037
H -4.9920 -1.3925 -1.5663 1.580 2.025 -0.581
H -5.7663 1.0674 -0.3181 2.234 -0.191 -1.672
H -2.6364 5.9418 -3.3715 0.070 -2.057 1.570
H -4.7977 5.9855 -1.7686 1.845 -1.893 0.149
C -0.3561 -8.0724 -1.7830 0.252 -0.039 -0.066
O 0.2321 -7.5017 -2.9480 -0.560 0.158 0.054
C -0.7473 -6.9720 -3.8489 0.509 0.217 0.127
C -0.8915 -5.4554 -3.6947 -0.381 -0.208 0.259
O -1.4051 -5.1008 -2.4103 0.182 -0.336 -0.330
C -0.3820 -4.7031 -1.5020 0.106 0.104 -0.185
H 0.4225 -8.1704 -1.0214 -0.029 0.006 -0.180
H -1.1587 -7.4537 -1.3757 0.014 0.037 -0.084
H -0.7446 -9.0676 -2.0182 -0.085 -0.030 0.073
H -1.7123 -7.4763 -3.7112 0.075 0.149 0.061
H -0.3988 -7.1919 -4.8630 -0.017 0.031 0.010
H -1.6101 -5.0943 -4.4377 -0.009 -0.041 -0.023
H 0.0649 -4.9475 -3.8831 -0.054 -0.166 0.081
H -0.0862 -3.6733 -1.7148 0.038 -0.451 0.041
H 0.4964 -5.3518 -1.5574 -0.082 -0.083 -0.052
H -0.7832 -4.7521 -0.4887 -0.092 0.070 -0.098
C 3.9607 0.7889 5.8740 0.161 -0.077 0.030
O 4.0258 -0.5887 5.5179 -0.453 0.137 -0.320
C 2.8192 -1.0487 4.8981 0.590 -0.099 -0.086
C 2.9488 -1.0845 3.3728 -0.276 0.204 0.210
O 3.1178 0.2236 2.8254 0.332 -0.212 0.154
C 4.4809 0.5274 2.5435 -0.080 0.037 -0.038
H 4.9802 1.1448 6.0463 -0.103 -0.147 0.014
H 3.5114 1.4014 5.0892 -0.021 -0.044 0.063
H 3.3882 0.9019 6.7993 -0.052 0.119 -0.002
H 1.9660 -0.4314 5.2074 0.100 0.011 -0.122
H 2.6428 -2.0660 5.2612 -0.016 0.018 -0.059
H 2.0231 -1.4905 2.9519 0.013 -0.012 0.018
H 3.7719 -1.7435 3.0626 -0.082 0.142 0.138
H 4.7737 0.0508 1.6051 0.118 -0.033 -0.047
H 5.1522 0.1995 3.3418 -0.122 -0.010 -0.013
H 4.5772 1.6085 2.4345 -0.121 -0.032 -0.006
C 1.2331 4.0707 5.8340 0.280 -0.031 0.036
O 2.0477 3.5356 4.7952 -0.511 0.133 -0.103
C 1.2726 2.9784 3.7274 0.459 0.191 -0.188
C 1.1519 3.9526 2.5523 -0.383 -0.048 0.317
O 0.4183 5.1245 2.9099 0.458 -0.051 0.149
C 1.2655 6.2250 3.2283 -0.167 -0.098 -0.070
H 1.8514 4.7354 6.4436 0.007 -0.143 -0.093
H 0.3891 4.6459 5.4471 0.024 -0.058 -0.073
H 0.8632 3.2577 6.4656 -0.105 0.029 0.056
H 0.2828 2.6703 4.0880 0.044 0.162 -0.059
H 1.7976 2.0799 3.3882 -0.035 0.034 -0.023
H 0.5975 3.4618 1.7456 0.012 -0.016 0.022
H 2.1427 4.2207 2.1593 -0.088 -0.055 0.156
H 1.6296 6.6830 2.3058 0.111 0.089 -0.018
H 2.1170 5.9273 3.8462 -0.055 -0.059 -0.042
H 0.6800 6.9617 3.7801 -0.070 -0.086 -0.087
```
Positions in Å, forces in eV/Å.

Results
Frontier orbital gap (eV): 7.2
HOMO level (eV): -8.937
ΔE to the lowest compared entry with this formula, charge and spin (eV): 22.499
SMILES string: CC(=O)OCCCc1c(COO)ccc2c1C(=O)C=CC2=O.COCCOC.COCCOC.COCCOC
Multiplicity: 1
E (eV): -54329.1277
Largest force on an atom (Eh/bohr): 0.1794

=====

Entry 2:
DFT (ωB97M-V/def2-TZVPD) results for C28H47As3N3Sn as an isolated structure.

```
82
Properties=species:S:1:pos:R:3:forces:R:3
Sn -1.7687 -0.2347 -0.4236 -0.131 0.115 -0.080
C 0.2945 -0.4176 5.2332 -0.028 -0.016 -0.055
As -0.5101 -0.3045 3.4388 0.034 -0.013 -0.096
C -1.7324 1.1824 3.8356 -0.051 -0.011 0.013
C 0.8639 0.8458 2.5766 0.085 -0.095 -0.079
C 2.1882 0.1948 2.0627 0.030 -0.171 0.064
C 2.2944 -1.2917 2.4247 -0.102 0.127 -0.071
C 2.3434 0.3661 0.5408 -0.206 0.035 0.096
As 1.0864 -0.5293 -0.6919 0.522 0.031 -0.009
C 1.9319 0.0683 -2.3528 -0.149 0.017 -0.060
C 1.7204 -2.3714 -0.7213 -0.200 -0.112 0.009
C 3.3378 0.9664 2.7315 0.270 0.150 -0.079
As 5.3037 0.6247 2.5239 -0.145 -0.175 0.052
C 5.5257 -0.4723 0.8962 0.044 0.001 0.018
C 5.4661 -0.8766 3.7840 0.037 -0.052 -0.019
H 0.7149 0.5454 5.5244 -0.014 0.011 0.004
H 1.0698 -1.1798 5.2806 -0.013 -0.006 -0.038
H -0.4858 -0.6945 5.9418 -0.019 0.025 -0.012
H -1.3899 1.7550 4.6975 0.052 0.006 -0.035
H -2.7320 0.8018 4.0421 0.039 -0.023 0.009
H -1.7915 1.8426 2.9714 -0.022 -0.006 -0.044
H 1.0958 1.6194 3.3115 0.013 0.033 -0.027
H 0.3541 1.3572 1.7530 -0.062 -0.045 0.003
H 1.4313 -1.8456 2.0506 0.012 -0.089 0.021
H 2.3311 -1.4190 3.5064 0.016 -0.038 -0.017
H 3.1983 -1.7356 2.0052 -0.075 0.016 0.038
H 3.3259 0.0029 0.2393 -0.147 0.035 -0.095
H 2.3037 1.4322 0.2939 -0.053 0.007 -0.043
H 2.9659 -0.2735 -2.3743 0.003 -0.024 0.065
H 1.9206 1.1541 -2.4448 -0.009 -0.006 0.026
H 1.3963 -0.3593 -3.1994 -0.009 0.002 0.008
H 2.7555 -2.4044 -0.3855 -0.005 0.053 -0.003
H 1.6598 -2.7361 -1.7456 -0.051 0.030 -0.007
H 1.1058 -3.0109 -0.0914 0.016 0.019 0.026
H 3.2103 0.8950 3.8165 -0.010 0.040 0.004
H 3.2264 2.0264 2.4838 -0.017 -0.007 0.021
H 5.4224 0.1262 -0.0084 0.018 0.020 0.017
H 4.8552 -1.3311 0.8533 0.066 0.015 -0.004
H 6.5499 -0.8449 0.9265 0.008 0.012 0.021
H 5.0576 -0.5948 4.7541 -0.007 0.040 -0.014
H 6.5228 -1.1039 3.9208 0.003 0.012 -0.016
H 4.9599 -1.7741 3.4291 0.004 0.034 0.023
C -2.6828 -5.6502 0.3419 -0.050 -0.100 -0.058
C -2.0897 -4.5576 1.0037 0.066 0.106 0.015
C -1.8774 -3.3868 0.3325 -0.001 0.043 0.029
C -2.2410 -3.2314 -1.0290 -0.022 -0.071 -0.090
C -2.0510 -1.9981 -1.7306 -0.023 0.221 0.118
C -2.3509 -1.9608 -3.0716 0.213 0.215 0.138
C -2.8672 -3.0831 -3.7502 -0.037 -0.147 -0.083
C -3.1073 -4.2453 -3.0758 0.005 0.051 -0.063
C -2.7985 -4.3533 -1.6991 0.084 0.134 0.065
C -3.0227 -5.5498 -0.9772 -0.008 -0.048 0.040
H -2.8617 -6.5699 0.8831 0.001 0.000 -0.018
H -1.8020 -4.6459 2.0436 -0.013 0.002 -0.010
H -1.4092 -2.5561 0.8550 -0.011 -0.030 0.121
H -2.1839 -1.0510 -3.6409 -0.039 0.005 0.020
H -3.0886 -3.0105 -4.8075 0.004 -0.015 0.002
H -3.5262 -5.1024 -3.5891 -0.005 -0.002 0.014
H -3.4742 -6.3888 -1.4930 0.029 -0.011 0.000
C -0.1757 4.9485 -2.4133 -0.089 -0.100 0.083
C 0.3673 3.9223 -1.4363 -0.014 0.147 -0.012
N -0.3753 2.6840 -1.5967 -0.138 0.065 0.001
C -1.6669 2.5863 -2.0051 0.080 -0.047 0.048
N -2.2151 1.3881 -2.0012 0.137 -0.404 0.042
C -3.6074 1.2418 -2.4393 -0.052 -0.013 -0.023
C -3.9971 2.3215 -3.4283 0.077 0.041 0.125
C -3.6942 3.6720 -2.8077 -0.106 -0.133 -0.049
N -2.2942 3.7141 -2.4008 0.050 -0.025 -0.002
C -1.6804 5.0266 -2.2229 0.147 0.068 -0.010
H 0.0507 4.6461 -3.4370 0.022 0.027 -0.011
H 0.2740 5.9225 -2.2281 0.003 0.006 -0.015
H 0.2702 4.2986 -0.4126 0.043 -0.027 -0.009
H 1.4230 3.7258 -1.6225 -0.006 -0.050 0.003
H 0.0807 1.8086 -1.4199 0.024 -0.037 0.023
H -4.2784 1.2794 -1.5712 0.007 0.006 -0.011
H -3.7203 0.2538 -2.8854 -0.026 0.045 0.030
H -5.0555 2.2460 -3.6733 0.010 0.011 -0.033
H -3.4144 2.2078 -4.3448 -0.056 -0.012 -0.042
H -4.3485 3.8556 -1.9488 0.007 0.035 -0.012
H -3.8570 4.4692 -3.5323 0.035 0.050 0.038
H -1.9083 5.4190 -1.2252 -0.052 0.014 -0.030
H -2.1224 5.7021 -2.9538 -0.038 -0.021 -0.006
```
Positions in Å, forces in eV/Å.

Results
Frontier orbital gap (eV): 8.1
HOMO level (eV): -10.335
Total charge: +1
Multiplicity: 1
E (eV): -222610.6465
Largest force on an atom (Eh/bohr): 0.0102